Computed, not measured: an isolated ion of composition C2H7N3P and charge +1 in a non-equilibrium geometry, with ωB97M-V/def2-TZVPD.

Calculated values
Energy above the lowest of the compared OMol25 structures with the same formula, charge and spin in kJ/mol: 330.8
DFT total energy in eV: -15937.5906
Gap between HOMO and LUMO in eV: 10.09

Geometry as ORCA input:
```
! RIJCOSX wB97M-V def2-TZVPD def2/J DEFGRID3
* xyz 1 1
P 1.447 0.427 0.305
N 2.850 0.667 -0.386
N -0.784 -0.612 -0.011
N -1.827 1.347 -0.113
C 0.481 -1.170 -0.047
C -0.745 0.710 -0.036
H -1.633 -1.130 -0.070
H 2.825 0.365 -1.357
H -2.755 0.868 -0.018
H 1.348 0.959 1.682
H -1.946 2.379 -0.180
H 0.504 -2.060 0.677
H 0.706 -1.618 -1.033
*
```

---

Computed, not measured: a 2-piece molecular cluster, C6H8O2 overall in a non-equilibrium geometry, with ωB97M-V/def2-TZVPD.

Calculated values
Energy above the lowest of the compared OMol25 structures with the same formula, charge and spin in kJ/mol: 773.4
DFT total energy in eV: -10438.7109
Gap between HOMO and LUMO in eV: 10.16

Geometry as ORCA input:
```
! RIJCOSX wB97M-V def2-TZVPD def2/J DEFGRID3
* xyz 0 1
O -1.762 1.563 -0.563
O -0.085 -2.058 -0.248
C -0.854 -0.774 -2.241
C 0.246 1.702 1.262
C -1.475 1.253 0.707
C 1.435 1.865 1.388
C 1.241 -1.768 0.253
C -0.452 -1.417 -1.303
H -1.307 2.154 1.455
H 1.984 -1.983 -0.517
H 2.472 1.995 1.561
H -1.144 -0.430 -3.196
H -1.427 0.867 -1.173
H -1.550 0.177 0.939
H 1.376 -2.421 1.111
H 1.302 -0.724 0.566
*
```

---

Computed, not measured: C10H46HfNO18S as an isolated structure in a non-equilibrium geometry, with ωB97M-V/def2-TZVPD.

Calculated values
DFT total energy in eV: -61599.5644
Gap between HOMO and LUMO in eV: 6.98

Geometry as ORCA input:
```
! RIJCOSX wB97M-V def2-TZVPD def2/J DEFGRID3
* xyz 1 1
Hf -1.030 1.913 0.578
S -1.721 -0.916 -0.211
O -4.043 0.338 -2.507
O -0.461 1.756 2.806
O -1.698 -0.127 1.042
O -0.435 -1.123 -3.257
O -2.762 2.241 -1.097
O 2.022 -2.407 -2.775
O -3.086 -1.234 -0.600
O -0.720 1.463 -3.908
O -1.278 -4.619 -0.768
O -1.145 0.195 -1.001
O 0.910 -1.933 1.711
O -0.826 -2.056 -0.157
O -5.571 -1.812 0.416
O -3.283 1.986 1.612
O 1.051 0.682 0.592
O 0.004 2.548 -1.515
O 3.402 2.704 0.964
O -3.371 -3.137 -2.384
N 3.266 0.555 -1.032
C 2.771 -0.265 -2.128
C -1.107 3.185 4.718
C -0.117 2.216 4.089
C 0.518 -2.702 2.850
C 1.859 -3.777 -2.501
C 3.505 1.965 -1.324
C -0.766 -2.119 3.461
C 2.431 -1.678 -1.623
C 4.245 2.639 -0.170
C 4.091 3.256 2.079
H -1.334 4.024 4.056
H 2.771 -4.321 -2.237
H -1.609 -2.279 2.785
H -0.678 -1.038 3.586
H 2.552 2.501 -1.336
H 5.126 2.051 0.105
H 1.884 0.187 -2.583
H 0.277 -2.006 0.962
H 3.525 3.141 3.000
H -3.278 -2.549 -3.138
H -4.645 -1.576 0.272
H 3.388 -2.057 -1.257
H -5.709 -2.599 -0.123
H -4.046 -0.290 -3.234
H 0.752 3.126 -1.708
H -0.627 3.643 5.583
H 1.009 -0.216 0.991
H -3.197 3.087 -1.268
H -3.510 1.290 2.247
H 4.002 0.140 -0.476
H 4.237 4.314 1.842
H -1.078 -3.745 -0.387
H -0.632 -1.113 -2.305
H 1.646 -1.535 -0.881
H 1.298 -2.569 3.598
H -3.230 -2.568 -1.596
H -0.642 0.494 -3.773
H 1.223 -4.043 -1.646
H -2.033 2.646 4.917
H 0.341 -3.757 2.640
H 5.088 2.839 2.242
H -3.274 1.578 -1.624
H -3.998 2.631 1.679
H 1.902 0.684 0.062
H -1.564 1.582 -4.354
H -1.980 -4.460 -1.407
H -1.004 -2.556 4.431
H 0.836 2.758 4.094
H -3.900 -0.203 -1.702
H 4.004 2.167 -2.275
H 0.328 -1.719 -3.347
H 0.079 1.413 4.803
H -0.250 2.146 -2.385
H 3.446 -0.315 -2.990
H 1.334 -4.300 -3.300
H 4.514 3.638 -0.526
*
```

---

Computed, not measured: C15H35BCl2CsF2KLiN4NaO9 as an isolated structure in a non-equilibrium geometry, with ωB97M-V/def2-TZVPD.

Calculated values
DFT total energy in eV: -93153.3424
Gap between HOMO and LUMO in eV: 4.03

Geometry as ORCA input:
```
! RIJCOSX wB97M-V def2-TZVPD def2/J DEFGRID3
* xyz 0 1
Cs 4.898 -1.650 -2.900
K -1.080 3.263 -4.478
Cl 4.921 2.838 -5.652
Cl 7.061 -0.442 2.920
Na -1.214 3.063 1.749
F 2.313 -0.518 0.497
F 0.589 1.994 -5.231
O -2.566 -1.897 2.954
O 5.386 -1.616 1.026
O 2.968 4.061 -4.397
O 3.048 5.601 -2.620
O 0.104 3.242 -1.705
O -2.664 1.257 1.123
O 5.289 -0.384 -0.848
O 2.404 3.310 -2.163
O -6.586 -2.973 4.782
N -0.035 1.447 -0.122
N 1.299 1.285 -2.028
N -4.756 -3.826 2.402
N -0.745 0.019 -1.821
C -5.484 -2.137 5.095
C -2.940 -2.354 1.657
C 0.146 0.876 -1.335
C 1.178 2.692 -2.432
C -1.713 -2.800 3.637
C 5.205 -0.550 0.587
C 0.236 2.919 -0.373
C 1.586 0.390 -3.178
C -6.950 -2.994 3.413
C 4.884 0.609 1.511
C 2.979 0.659 -3.851
C 3.964 -0.146 -1.440
C -6.191 -4.031 2.585
C -4.428 -2.642 1.613
C 4.215 0.666 -2.839
B 2.793 4.311 -3.117
Li 4.400 2.128 -1.010
H -4.950 -1.753 1.989
H -6.899 -1.989 2.978
H -8.006 -3.279 3.394
H -0.524 -0.894 -2.189
H -4.732 -2.808 0.574
H -2.722 -1.538 0.960
H -6.308 -5.000 3.078
H -1.716 0.299 -1.856
H -2.237 -3.730 3.883
H -0.823 -3.024 3.043
H 0.908 2.825 -3.528
H -4.326 -3.740 3.313
H 4.020 3.739 -4.531
H 3.414 0.527 -0.708
H 4.546 1.743 -2.708
H 1.187 3.223 0.084
H -1.399 -2.325 4.566
H -2.354 -3.224 1.345
H 1.546 -0.678 -2.907
H 5.145 1.609 1.063
H -1.019 1.303 0.226
H 3.325 -1.097 -1.563
H -5.613 -1.785 6.119
H 3.841 0.562 1.843
H -6.665 -4.119 1.602
H 3.140 -0.187 -4.611
H 5.095 0.139 -3.399
H -5.423 -1.267 4.435
H -4.548 -2.700 5.060
H -0.583 3.488 0.161
H -2.760 1.774 1.915
H 5.603 0.573 2.524
H 3.556 5.536 -1.800
H 2.943 1.603 -4.408
H 0.819 0.529 -3.957
*
```

---

Computed, not measured: C14H17ClNO4PPdS3 as an isolated structure, with ωB97M-V/def2-TZVPD.

Calculated values
Energy above the lowest of the compared OMol25 structures with the same formula, charge and spin in kJ/mol: 101.7
DFT total energy in eV: -82261.8031
Gap between HOMO and LUMO (spin up / spin down) in eV: 9.09 / 5.57

Geometry as ORCA input:
```
! RIJCOSX wB97M-V def2-TZVPD def2/J DEFGRID3
* xyz 1 6
Pd -0.974 -0.254 0.429
Cl 0.012 -4.717 -4.595
S -2.047 1.357 1.758
S -0.923 -0.115 -4.125
S 1.331 -0.301 0.974
P 0.761 1.371 2.079
O -2.029 -1.845 1.159
O 0.596 2.577 1.059
O 2.045 1.664 2.954
O -3.016 -3.772 1.322
N -1.260 0.164 -1.649
C -0.642 -4.234 -3.066
C 2.789 3.643 0.612
C 1.543 3.015 0.039
C -2.515 -0.075 -2.182
C -2.297 -3.068 0.669
C -0.501 -2.905 -1.092
C -0.331 0.163 -2.572
C -2.332 -4.425 -1.379
C -1.688 -3.452 -0.622
C 1.997 2.231 4.311
C -2.514 -0.247 -3.521
C 0.026 -3.283 -2.317
C 2.060 3.737 4.269
C -1.814 -4.816 -2.604
H 3.367 2.931 1.201
H -3.380 -0.099 -1.539
H 0.975 3.727 -0.550
H -3.246 -4.864 -0.998
H 3.411 3.987 -0.216
H -2.310 -5.572 -3.197
H 2.853 1.803 4.818
H 2.935 4.069 3.709
H 0.719 0.324 -2.366
H 1.093 1.877 4.807
H 0.073 -2.224 -0.479
H 1.784 2.152 -0.582
H -3.354 -0.441 -4.172
H 2.540 4.502 1.236
H 1.165 4.163 3.811
H 2.140 4.121 5.287
H 0.957 -2.866 -2.680
*
```

---

Computed, not measured: a 2-piece molecular cluster, C2H9ClOSi2 overall in a non-equilibrium geometry, with ωB97M-V/def2-TZVPD.

Calculated values
Energy above the lowest of the compared OMol25 structures with the same formula, charge and spin in kJ/mol: 211.6
DFT total energy in eV: -32544.6682
Gap between HOMO and LUMO in eV: 8.54

Geometry as ORCA input:
```
! RIJCOSX wB97M-V def2-TZVPD def2/J DEFGRID3
* xyz 0 1
Cl -0.173 -1.687 2.148
Si 0.371 -1.120 -1.532
Si 0.034 -0.283 0.658
O 0.809 -0.099 -2.699
C -1.653 0.474 0.917
C 1.479 0.897 1.006
H 1.785 1.262 0.042
H -2.120 0.184 1.814
H 2.199 0.226 1.395
H -1.879 -2.054 -1.668
H 1.406 -2.100 -1.972
H -2.375 0.088 0.204
H -1.727 1.586 0.820
H 1.220 1.756 1.686
H 0.624 0.869 -2.821
*
```

---

Computed, not measured: C19H31N3O3S in the gas phase in a non-equilibrium geometry, with ωB97M-V/def2-TZVPD.

Calculated values
Energy above the lowest of the compared OMol25 structures with the same formula, charge and spin in kJ/mol: 44.7
DFT total energy in eV: -41654.6495
Gap between HOMO and LUMO in eV: 7.97

Geometry as ORCA input:
```
! RIJCOSX wB97M-V def2-TZVPD def2/J DEFGRID3
* xyz 0 1
S -1.195 -1.568 -3.390
O -2.486 -0.998 -3.635
O -0.918 -1.986 -2.038
O 1.712 2.431 0.117
N 1.461 0.493 3.909
N 0.146 0.842 0.435
N -0.042 -0.476 -3.962
C -0.430 1.380 -2.408
C 2.689 1.235 4.092
C -0.428 1.218 7.001
C 0.994 1.559 -0.331
C 0.550 1.275 6.027
C -0.921 -3.002 -4.473
C -0.454 0.911 -3.861
C 0.971 1.196 -1.815
C -1.525 0.388 6.861
C -0.930 -2.595 -5.934
C 0.118 0.999 1.869
C 1.302 -0.689 -3.463
C -2.341 -2.318 -6.438
C -0.652 -0.342 4.743
C 1.470 -0.242 -2.010
C 1.163 0.092 2.556
C 0.469 0.491 4.869
C 2.628 2.691 3.626
C -1.624 -0.391 5.720
H 1.526 -1.753 -3.552
H -1.463 0.973 -4.267
H -2.938 -3.227 -6.420
H 0.827 -0.950 2.527
H -0.765 -0.979 3.880
H 3.557 3.196 3.880
H 2.087 0.157 1.979
H 1.806 3.213 4.111
H 1.376 1.951 6.177
H -2.312 -1.947 -7.460
H 3.474 0.715 3.532
H -0.723 2.429 -2.347
H -1.718 -3.701 -4.234
H 0.031 -3.421 -4.158
H 1.659 1.883 -2.320
H -2.471 -1.049 5.588
H -0.886 0.785 2.237
H -0.316 -1.699 -6.042
H -1.163 0.785 -1.860
H 1.983 -0.133 -4.116
H -0.330 1.840 7.880
H -2.822 -1.577 -5.807
H -0.477 -3.392 -6.531
H 2.965 1.185 5.148
H 2.523 -0.309 -1.728
H -0.352 0.062 0.035
H 0.224 1.508 -4.479
H 0.900 -0.928 -1.384
H 0.360 2.042 2.085
H -2.289 0.350 7.622
H 2.493 2.747 2.549
*
```

---

Computed, not measured: a 9-piece molecular cluster, C19H58N2O9 overall in a non-equilibrium geometry, with ωB97M-V/def2-TZVPD.

Calculated values
Energy above the lowest of the compared OMol25 structures with the same formula, charge and spin in kJ/mol: 0.0
DFT total energy in eV: -42048.4433
Gap between HOMO and LUMO in eV: 9.39

Geometry as ORCA input:
```
! RIJCOSX wB97M-V def2-TZVPD def2/J DEFGRID3
* xyz 0 1
O -3.153 0.215 -3.424
O 0.104 -1.632 0.297
O -3.890 -4.556 -2.058
O 2.445 5.964 -1.048
O -3.368 2.779 0.401
O -0.523 3.924 2.132
O 3.731 3.851 0.398
O 2.441 -2.794 -0.930
O 1.242 -3.966 5.769
N -2.368 -2.120 -1.625
N -1.003 0.808 -1.167
C 0.189 6.632 -1.367
C -2.494 -4.560 -2.197
C 0.002 -2.540 1.378
C 0.185 3.403 4.410
C -4.403 -5.807 -1.688
C 4.517 2.973 -0.409
C -0.975 3.618 3.453
C 3.556 -2.005 -0.586
C 1.140 5.920 -0.451
C 0.216 -0.273 0.699
C -0.560 -3.154 -2.918
C -2.921 3.950 -0.301
C -2.039 -3.177 -2.595
C -2.047 0.547 -4.251
C 0.640 -5.082 3.773
C 0.864 -5.246 5.257
C 3.878 -0.964 -1.646
C 0.321 0.581 -0.557
C 0.957 1.915 -0.215
H -2.372 0.563 -5.295
H -3.765 4.450 -0.779
H -0.221 -4.432 3.589
H -0.158 3.394 5.446
H 0.168 6.202 -2.367
H 5.493 3.409 -0.642
H 1.119 -0.167 1.326
H -0.630 0.021 1.332
H -2.959 -0.602 -2.946
H 0.850 4.870 -0.359
H -1.399 -0.110 -1.350
H 0.367 3.564 2.066
H 1.530 -4.650 3.322
H 3.442 -1.539 0.404
H -2.135 3.680 -1.008
H 0.666 2.445 4.215
H 3.015 5.407 -0.504
H -0.186 -2.132 -2.931
H 0.866 2.667 -1.001
H 4.797 -0.405 -1.464
H -1.702 1.547 -3.985
H 1.640 -2.275 -0.785
H -3.304 -2.263 -1.257
H -2.020 -4.868 -1.246
H -0.973 -2.509 1.876
H -4.276 -6.556 -2.488
H -2.599 -2.922 -3.505
H -3.770 2.190 -0.245
H -0.009 -5.637 5.785
H 4.015 2.802 -1.358
H -2.130 -5.278 -2.950
H 4.072 3.820 1.295
H -0.829 6.570 -0.970
H -3.925 -6.212 -0.788
H -1.217 -0.149 -4.122
H 0.908 4.218 4.318
H -2.504 4.626 0.442
H -1.581 1.255 -0.458
H 0.385 -6.019 3.276
H 4.682 2.008 0.077
H 0.436 7.694 -1.428
H -1.673 4.375 3.796
H -1.500 2.653 3.419
H 1.170 6.427 0.516
H 0.014 -3.698 -2.159
H 4.416 -2.671 -0.477
H 3.056 -0.258 -1.788
H 0.799 -2.410 2.116
H 1.667 -4.079 6.622
H 0.355 2.391 0.566
H 0.125 -3.535 0.945
H -0.374 -3.658 -3.865
H 1.997 1.808 0.084
H 0.974 0.081 -1.277
H -1.714 -2.167 -0.844
H 1.686 -5.959 5.405
H -5.473 -5.707 -1.522
H 4.004 -1.472 -2.607
*
```